No. 1
Here is the ion C15H31N4OS2 with charge +1 in a non-equilibrium geometry from OMol25. Energies are from ωB97M-V/def2-TZVPD.

Output
**Multiplicity**: 1
**Net charge**: +1
**E_LUMO**: -3.624 eV

Last column: Mulliken charge in e.
Atoms and positions in Å:
C 4.8097 1.9380 0.7432  -0.7611
C 5.2518 0.5321 0.3380  -0.4871
O 4.1688 -0.3974 0.3921  -0.2572
C 3.9541 -1.1033 -0.8076  -0.6252
C 3.0181 -2.2973 -0.5500  -1.0291
C 2.0357 -2.1280 0.6141  -1.0689
C 0.7322 -1.4213 0.2112  0.2845
C -0.2449 -1.3846 1.4184  -1.2736
C -1.6403 -1.8230 1.1066  0.5902
N -2.4757 -1.2382 0.2797  0.0533
C -2.1807 0.0757 -0.3388  0.1930
C -3.2208 0.5932 -1.3424  -0.9710
C -3.0995 2.1170 -1.5393  -0.9751
C -1.6457 2.6077 -1.6586  -0.4587
N -1.2284 3.4491 -0.5226  -0.2889
C -0.2734 2.8871 0.3550  0.0642
N 0.6988 2.1466 0.0133  -0.4553
N -0.4312 3.2216 1.7362  -0.5548
C -3.6828 -2.0543 0.0205  -0.4554
S -3.1679 -3.1842 -1.3661  -0.1625
C -3.9435 -2.7270 1.3460  -0.6049
S -2.2693 -3.2100 1.8883  -0.0144
H 3.7264 2.0325 0.6508  0.0848
H 5.0864 2.1643 1.7751  0.2790
H 5.2911 2.6887 0.1110  0.3079
H 5.6820 0.5389 -0.6694  0.3684
H 6.0314 0.1603 1.0120  0.3191
H 4.9139 -1.4916 -1.1757  0.4907
H 3.5628 -0.4386 -1.5930  0.2991
H 2.4537 -2.5057 -1.4664  0.3445
H 3.6376 -3.1783 -0.3617  0.4126
H 2.5205 -1.6034 1.4389  0.5012
H 1.7602 -3.1260 0.9802  0.4992
H 0.9235 -0.4007 -0.1320  -0.1038
H 0.2805 -1.9935 -0.6089  0.3889
H -0.2819 -0.3855 1.8678  0.3397
H 0.1163 -2.0732 2.1877  0.6961
H -2.0575 0.7998 0.4746  0.2525
H -1.2066 -0.0179 -0.8241  0.1016
H -4.2353 0.3828 -1.0006  0.3359
H -3.1064 0.0778 -2.3019  0.3933
H -3.6586 2.3960 -2.4362  0.3690
H -3.6075 2.6096 -0.7036  0.4489
H -0.9657 1.7552 -1.6977  0.0899
H -1.4945 3.1465 -2.5982  0.4074
H -2.0239 3.7273 0.0351  0.3105
H 0.7508 2.0577 -0.9986  0.2954
H -1.3466 2.9522 2.0763  0.2772
H -0.3380 4.2208 1.8734  0.2898
H -4.5209 -1.5137 -0.3963  0.4179
H -4.1615 -4.0743 -1.2420  0.1747
H -4.2284 -1.9713 2.0853  0.3619
H -4.6687 -3.5361 1.3006  0.5045

Cartesian forces (eV/Å) of the 2 atoms listed first:
C 0.132 0.002 0.056
C 0.139 -0.012 0.005


No. 2
Here is a cluster of 3 separate species, C15H31O3 in total from OMol25. Energies are from ωB97M-V/def2-TZVPD.

Output
**Multiplicity**: 1
**Net charge**: -1
**E_LUMO**: 2.282 eV

Last column: Mulliken charge in e.
Atoms and positions in Å:
C -0.2799 0.8537 -0.8679  -1.2396
C 0.3998 -0.4159 -0.3508  0.2616
C -0.5734 -1.3671 0.3540  -0.6265
C -1.3821 -2.2157 -0.6284  -0.6118
C -2.6568 -2.8720 -0.0589  -0.5262
C -3.8261 -2.8420 -1.0274  -1.0165
C -4.3714 -1.5085 -1.2393  -0.5309
O -4.9063 -0.7765 0.0050  -0.4070
C -4.2302 0.4047 0.2933  0.3464
C -4.6429 1.5875 -0.5907  -1.2615
H -0.9928 1.2307 -0.1295  0.2628
H 0.4419 1.6473 -1.0791  0.2695
H -0.8467 0.6642 -1.7814  0.4005
H 0.8318 -0.9548 -1.2047  0.0775
H 1.2305 -0.1424 0.3034  -0.0130
H -0.0318 -2.0031 1.0631  0.3193
H -1.2702 -0.7728 0.9598  0.2682
H -1.6786 -1.5913 -1.4787  0.2325
H -0.7217 -2.9836 -1.0500  0.3297
H -2.4335 -3.9161 0.1932  0.4375
H -2.8569 -2.3831 0.9215  0.2626
H -4.6104 -3.5382 -0.7017  0.1815
H -3.6214 -0.8057 -1.6384  0.2108
H -5.2258 -1.5031 -1.9234  0.3094
H -3.1386 0.2582 0.2061  -0.3276
H -4.4268 0.6513 1.3446  0.3716
H -4.1159 1.6007 -1.5470  0.2584
H -5.7132 1.5254 -0.7997  0.3273
H -4.4511 2.5442 -0.0923  0.4030
C 2.2404 3.7973 0.9743  -1.1042
C 2.5311 2.7377 2.0094  0.8590
O 2.6468 1.5743 1.7100  -0.4759
C 2.6546 3.2080 3.4397  -1.2255
H 2.1727 3.3441 -0.0111  0.2107
H 1.3018 4.3014 1.2129  0.3414
H 3.0238 4.5583 0.9865  0.3836
H 1.7311 3.7021 3.7483  0.3502
H 3.4537 3.9477 3.5227  0.3518
H 2.8580 2.3631 4.0921  0.2974
C 4.5454 -2.6092 -1.3315  -1.0592
C 5.0624 -1.1920 -1.2572  0.6990
O 6.0196 -0.8302 -1.9049  -0.5822
C 4.3131 -0.2672 -0.3381  -0.4654
H 5.1490 -3.1945 -2.0203  0.3132
H 4.5605 -3.0629 -0.3383  0.3084
H 3.5017 -2.6067 -1.6529  0.2719
H 4.3514 -0.6413 0.6871  0.3411
H 3.2561 -0.2425 -0.6066  -0.0818
H 4.7274 0.7366 -0.3773  0.2969

Cartesian forces (eV/Å) of the 2 atoms listed first:
C -0.071 -0.030 0.001
C 0.020 -0.121 -0.118


No. 3
Here is a structure of composition C15H32AuN6O7 in a non-equilibrium geometry from OMol25. Energies are from ωB97M-V/def2-TZVPD.

Output
**Multiplicity**: 3
**Net charge**: +1
**E_LUMO (alpha / beta)**: -4.896 / -5.652 eV

Last column: Mulliken charge in e.
Atoms and positions in Å:
O -0.1204 -1.0904 -3.6148  -0.5462
H 0.3062 -1.0482 -4.5122  0.3507
Au 0.4682 0.2021 -0.1524  1.0146
N 1.8000 -1.2776 -0.8729  0.5102
N -0.6158 -1.5616 -0.0132  0.8527
N 1.0083 2.2636 -0.0384  0.4908
N -1.2409 1.1547 0.5734  0.3363
O 3.0064 -1.0011 -1.1033  -0.5374
O 2.1767 2.6478 -0.4393  -0.8136
O -2.3581 0.5574 0.9552  -0.6635
O -1.7736 -1.7943 0.5493  -0.6243
C -0.0467 -2.6730 -0.5285  0.3983
C 1.2349 -2.5034 -1.0746  0.2947
C 0.0892 3.0861 0.5008  0.5245
C -1.1061 2.4533 0.9342  0.4299
C 2.0522 -3.5085 -1.7901  -1.5626
H 1.9410 -3.4383 -2.8805  0.2870
H 1.7281 -4.5064 -1.5064  0.4399
H 3.1205 -3.4168 -1.5599  0.3720
C -0.7837 -3.9571 -0.4106  -1.4494
H -1.7649 -3.8680 -0.8951  0.3129
H -0.9414 -4.2110 0.6491  0.3169
H -0.2217 -4.7774 -0.8912  0.4511
C 0.4800 4.4986 0.6860  -1.6453
C -2.0924 3.1008 1.8354  -1.6585
H 1.1280 4.8710 -0.1088  0.4257
H 1.0030 4.6319 1.6339  0.3172
H -0.4128 5.1117 0.7060  0.4195
H -2.7786 2.3302 2.2049  0.4268
H -2.6456 3.8711 1.2748  0.3895
H -1.5315 3.5629 2.6664  0.3920
H 2.0656 1.4595 -1.5987  0.4746
H -2.1414 -0.5948 0.7672  0.4930
C -2.0419 -0.3945 -3.1981  -1.0447
H -2.5130 -1.3917 -3.1914  0.3154
H -1.5744 0.2272 -3.9286  0.3912
H -2.3610 0.2882 -2.3169  0.3187
O 1.3543 0.8403 -2.0570  -0.8296
H 0.5081 -0.4035 -3.2255  0.3740
H 0.5797 1.4534 -2.2988  0.3256
C 3.7013 0.4698 2.3773  -0.7977
N 2.9831 -0.1659 3.4601  0.1980
C 3.7437 -0.7008 4.5668  -0.6380
C 2.8423 -0.9882 5.7407  -0.7356
C 1.6326 -1.7597 5.2918  -0.5611
N 0.9525 -1.0069 4.2631  0.1400
C -0.4385 -1.2955 3.9969  -0.7493
C 1.6299 -0.2608 3.3445  0.1429
O 1.0223 0.3229 2.4165  -0.6363
H 4.7542 0.5329 2.6615  0.3834
H 3.3136 1.4777 2.1929  0.2681
H 3.6183 -0.1016 1.4441  0.1409
H 4.2668 -1.6191 4.2493  0.2928
H 4.5130 0.0357 4.8270  0.4249
H 2.5338 -0.0471 6.2026  0.3091
H 3.3904 -1.5610 6.4879  0.3687
H 0.9213 -1.9077 6.1042  0.3743
H 1.9302 -2.7510 4.9145  0.2562
H -0.5604 -2.0787 3.2346  0.2234
H -0.8988 -1.6414 4.9254  0.3627
H -0.9455 -0.3919 3.6467  0.1621

Cartesian forces (eV/Å) of the 2 atoms listed first:
O 4.888 0.287 -0.930
H -0.854 -0.667 0.492


No. 4
Here is a cluster of 4 separate species, C15H32BBrClN3O4P in total in a non-equilibrium geometry from OMol25. Energies are from ωB97M-V/def2-TZVPD.

Output
**Multiplicity**: 1
**Net charge**: -1
**E_LUMO**: 1.971 eV

Last column: Mulliken charge in e.
Atoms and positions in Å:
C 2.7026 -1.6486 2.0794  -0.3034
C 1.6550 -1.1248 1.7108  -0.4044
C 0.3291 -0.5864 1.0279  -0.2038
B -0.5916 -1.9359 0.6523  0.4923
C -1.8856 -1.4465 -0.2389  -0.4552
C -3.3026 -1.6230 0.4617  0.1740
C -3.5028 -3.0077 1.2082  -1.0308
Cl -3.7462 -0.1651 1.5273  -0.2994
P 0.5654 -3.2147 -0.2145  0.0223
O -0.0654 -4.8078 0.1105  -0.5312
Br 0.4639 -3.0464 -2.4925  -0.4610
H 3.5533 -2.2844 2.4353  0.3191
H 0.5528 0.0522 0.1208  0.2317
H -0.2510 -0.0491 1.8353  0.1601
H -0.8831 -2.4077 1.7196  -0.2340
H -1.9622 -1.9063 -1.2690  0.2391
H -1.7511 -0.3211 -0.4092  -0.1597
H -4.0792 -1.6040 -0.3758  0.3780
H -2.9001 -3.8323 0.7004  0.2165
H -3.0531 -2.9297 2.2540  0.2341
H -4.5984 -3.2663 1.3179  0.3320
H 0.6272 -5.1946 0.6788  0.2710
C 0.9205 -5.3774 3.8351  0.0840
O 1.3244 -4.3700 3.2981  -0.5324
N 1.6241 -6.5399 3.9581  0.1403
C 1.0740 -7.7065 4.6143  -0.9333
C 2.9663 -6.6067 3.4129  -0.9151
H -0.0869 -5.4324 4.2821  0.2825
H 1.7092 -7.9732 5.4637  0.3322
H 1.0477 -8.5381 3.9048  0.3311
H 0.0629 -7.5113 4.9724  0.2891
H 3.5860 -5.8436 3.8894  0.2845
H 2.9291 -6.4053 2.3397  0.2621
H 3.3996 -7.5919 3.5862  0.3754
C -1.3811 2.6286 0.3746  0.3258
O -0.6192 2.7269 1.3169  -0.6307
N -1.2882 3.3336 -0.7857  0.1713
C -2.2356 3.1610 -1.8657  -0.9577
C -0.2067 4.2868 -0.9459  -0.8953
H -2.2378 1.9344 0.3890  0.0972
H -1.7016 2.8333 -2.7618  0.3014
H -2.7292 4.1163 -2.0652  0.3636
H -2.9893 2.4162 -1.6071  0.3298
H 0.7483 3.7628 -0.8497  0.3147
H -0.2739 5.0402 -0.1577  0.2851
H -0.2638 4.7704 -1.9200  0.3041
C -0.0480 7.0814 -3.8607  0.1016
O -0.4430 6.6358 -2.8004  -0.5603
N 1.2482 7.1078 -4.2640  0.1150
C 1.6450 7.6558 -5.5445  -0.9308
C 2.2685 6.5688 -3.3824  -0.8843
H -0.7406 7.5138 -4.6022  0.2641
H 2.1393 6.8764 -6.1298  0.3415
H 2.3400 8.4832 -5.3799  0.3338
H 0.7791 8.0218 -6.0969  0.2874
H 2.0516 5.5175 -3.1822  0.2725
H 2.2508 7.1149 -2.4366  0.2909
H 3.2535 6.6591 -3.8394  0.3717

Cartesian forces (eV/Å) of the 2 atoms listed first:
C -0.654 -0.087 0.108
C 0.093 0.393 -0.857


Let's list DFT total energy in order: -1680.5201; -815.7778; -1581.0054; -4456.3794 hartree.